(1)
Computed, not measured: a molecular structure, C6H12O2, with wB97M-V/def2-TZVPD.

```
! RIJCOSX wB97M-V def2-TZVPD def2/J DEFGRID3
* xyz 0 1
C 0.1021 1.6726 0.0515
C -1.2964 -0.4851 1.0473
C -0.7040 -0.1516 -0.2924
C -1.3785 -0.2680 -1.4671
O 0.6822 2.0911 -1.1393
O 0.9484 1.8115 1.1522
H 1.7852 1.3734 0.9378
H 0.8372 3.0461 -1.1093
H -0.8402 2.1680 0.2851
H -0.6657 -0.1615 1.8745
H -2.2653 0.0061 1.1510
H -1.4443 -1.5626 1.1376
H -2.3836 -0.6651 -1.4500
H -0.9480 0.0218 -2.4139
C 1.0142 -1.1939 -0.4630
C 1.4720 -1.9274 0.5451
H 1.2172 -1.7121 1.5763
H 2.1355 -2.7716 0.3758
H 1.1758 -1.3993 -1.5136
H 0.5561 0.1077 -0.2855
*
```

Frontier orbital gap ... 7.231 eV

=====

(2)
Computed, not measured: a single C6H12O3 molecule, with wB97M-V/def2-TZVPD.

```
! RIJCOSX wB97M-V def2-TZVPD def2/J DEFGRID3
* xyz 0 1
C 1.3963 0.6068 1.1564
C 0.5462 1.0754 -0.3449
O 1.6376 0.8402 -1.2879
O 0.0881 2.2344 -0.2400
H 1.7681 1.7187 -1.6688
H 2.0445 1.4807 1.0808
H 1.9956 -0.2990 1.0841
H 0.9049 0.6928 2.1279
C -1.7918 0.4063 -1.2941
C -0.2714 -1.7672 1.3115
C -0.5059 -0.1151 -0.6663
C -0.5620 -0.4432 0.7522
O 0.0543 -1.1702 -1.4172
H 0.8246 -0.7815 -1.8638
H -1.0922 0.2786 1.3625
H -2.5271 -0.3972 -1.3659
H -1.5635 0.7577 -2.2998
H -2.1919 1.2422 -0.7240
H 0.4651 -2.2986 0.7130
H -0.0018 -1.7366 2.3657
H -1.2176 -2.3252 1.2183
*
```

Frontier orbital gap ... 7.195 eV

=====

(3)
Computed, not measured: 2 unconnected molecules or ions with the total composition C6H12O3, with wB97M-V/def2-TZVPD.

```
! RIJCOSX wB97M-V def2-TZVPD def2/J DEFGRID3
* xyz 0 1
C 2.0632 0.7007 -0.2817
C 0.9630 1.0298 0.7049
C 0.8423 0.1552 1.8902
C -0.5473 1.1195 -0.1315
O -0.5926 1.5654 -1.2429
H 2.2534 -0.3709 -0.3117
H 2.9884 1.2040 0.0032
H 1.7846 1.0189 -1.2854
H 0.9628 2.0916 0.9717
H 0.2266 -0.7728 1.5513
H 0.2813 0.6067 2.7016
H 1.7971 -0.2241 2.2500
H -1.3527 1.2979 0.6134
C -2.3502 -0.8816 -1.1726
C -1.0212 -1.1491 -0.5057
O -0.9378 -1.5823 0.6529
O -0.0639 -1.4594 -1.4181
H -3.0595 -0.4746 -0.4559
H -2.2072 -0.1921 -2.0021
H -2.7226 -1.8273 -1.5707
H 0.6920 -1.8554 -0.9610
*
```

SMILES ... CC(C)C=O.CC(=O)O
Frontier orbital gap ... 9.091 eV

=====

(4)
Computed, not measured: a single C6H12O3 molecule, with wB97M-V/def2-TZVPD.

```
! RIJCOSX wB97M-V def2-TZVPD def2/J DEFGRID3
* xyz 0 1
C 1.1282 -1.3055 0.4416
C 0.9896 0.1597 0.0379
C 1.1075 1.0664 1.2605
O 2.0505 0.5009 -0.8475
C -0.3476 0.5935 -0.7745
C -1.0797 -0.4714 -1.5672
C -1.6070 0.0619 -0.2807
O -1.8028 -0.6955 0.8670
O -2.6684 1.1552 -0.5843
H 2.1180 -1.4880 0.8780
H 0.3993 -1.6140 1.1931
H 1.0646 -1.9717 -0.4246
H 1.0874 2.1218 0.9696
H 0.2893 0.8929 1.9654
H 2.0585 0.9030 1.7802
H 2.8698 0.0528 -0.5857
H -0.2085 1.6024 -1.1436
H -0.6825 -1.4766 -1.6131
H -1.5828 -0.1537 -2.4740
H -2.2756 -1.5145 0.6468
H -2.9076 1.5803 0.2550
*
```

SMILES ... CC(C)(O)[C@H]1CC1(O)O
Frontier orbital gap ... 10.404 eV

=====

(5)
Computed, not measured: a single C6H12O5 molecule, with wB97M-V/def2-TZVPD.

```
! RIJCOSX wB97M-V def2-TZVPD def2/J DEFGRID3
* xyz 0 1
O -0.5464 2.5080 0.4979
C -0.3540 1.5044 -0.4318
C 1.0852 0.9936 -0.1784
O 1.4531 1.0063 1.2415
C 1.1950 -0.4759 -0.5378
O 2.4796 -0.9316 -0.1040
C 0.1375 -1.4486 0.1173
C -1.0670 -0.7415 0.5339
O -2.2002 -1.6860 0.5581
C -1.3074 0.3442 -0.4685
O -2.5957 0.8879 -0.2763
H 0.2071 2.3208 1.2701
H -0.3975 2.0563 -1.3122
H 1.7414 1.7015 -0.6531
H 2.1998 0.4098 1.2201
H 1.2951 -0.4588 -1.6974
H 3.1272 -0.8154 -0.9142
H 0.7258 -2.1047 0.8410
H -0.1054 -2.1541 -0.7544
H -0.9321 -0.3204 1.5271
H -1.8667 -2.5592 1.1182
H -1.1729 -0.1114 -1.4939
H -3.1015 0.0746 -0.1031
*
```

SMILES ... O[C@H]1[C@@H](O)[C@@H](O)C[C@H](O)[C@H]1O
Frontier orbital gap ... 10.216 eV

=====

(6)
Computed, not measured: a single C6H12O6 molecule, with wB97M-V/def2-TZVPD.

```
! RIJCOSX wB97M-V def2-TZVPD def2/J DEFGRID3
* xyz 0 1
O -3.1698 -0.5130 -0.7561
C -2.2670 0.1364 -0.2891
C -2.0628 1.6081 -0.5881
O -1.3732 2.3415 0.3735
C -1.2401 -0.5515 0.5977
O -1.7085 -1.8153 0.9743
C 0.1112 -0.7049 -0.1929
O 0.2759 -2.0210 -0.6038
C 1.2849 -0.2338 0.6975
O 1.1274 1.1284 1.0203
C 2.6143 -0.4471 -0.0323
O 2.7414 0.6022 -0.9774
H -3.0469 2.0709 -0.6912
H -1.5705 1.6558 -1.5766
H -0.5049 1.9438 0.5766
H -1.0648 0.0330 1.5047
H -2.4877 -1.9879 0.4037
H 0.1068 -0.0825 -1.0946
H -0.2334 -2.5694 0.0216
H 1.2758 -0.8044 1.6284
H 1.6545 1.6278 0.3744
H 2.5899 -1.4307 -0.5204
H 3.4460 -0.4151 0.6845
H 3.5016 0.4288 -1.5349
*
```

SMILES ... O=C(CO)[C@@H](O)[C@H](O)[C@H](O)CO
Frontier orbital gap ... 10.268 eV

=====

(7)
Computed, not measured: a molecular structure, C6H12OSi, with wB97M-V/def2-TZVPD.

```
! RIJCOSX wB97M-V def2-TZVPD def2/J DEFGRID3
* xyz 0 1
C 2.6444 -0.2062 -1.2077
C 1.8551 -0.9869 -0.7492
C -0.5111 1.2418 -1.9373
C -2.1703 -0.6029 1.4504
C 0.6207 0.9459 1.6433
C 0.7404 -1.8292 -0.3443
O -1.2173 0.7531 -0.7793
Si -0.5967 -0.0480 0.5625
H 3.3889 0.2698 -1.7726
H -0.4898 2.2648 -1.9504
H -0.9575 0.8862 -2.8594
H 0.5881 0.9220 -1.8910
H -2.0198 -1.3026 2.2374
H -2.5563 0.2404 2.0519
H -2.8564 -1.1005 0.6755
H 1.3604 0.2221 1.8890
H 1.0086 1.7413 1.1104
H 0.1255 1.2417 2.5664
H 0.7784 -2.4859 0.4934
H 0.2647 -2.1669 -1.1890
*
```

Frontier orbital gap ... 8.981 eV

=====

(8)
Computed, not measured: a single C6H12S2 molecule, with wB97M-V/def2-TZVPD.

```
! RIJCOSX wB97M-V def2-TZVPD def2/J DEFGRID3
* xyz 0 1
C 0.7921 0.3431 2.0559
C 0.8584 0.8332 0.6099
C 0.0005 -0.1445 -0.4044
C 0.5512 -1.5745 -0.3424
C 0.1587 0.4670 -1.8110
C -1.5010 -0.2248 -0.0439
S -2.3700 -1.4328 0.6055
S -2.4339 1.2606 -0.4597
H 1.5462 -0.3989 2.1497
H -0.1212 -0.0618 2.3165
H 1.1904 1.1524 2.8328
H 0.3565 1.8805 0.4122
H 1.8351 0.9206 0.1490
H 1.4996 -1.4775 -0.9938
H -0.0297 -2.2778 -0.8757
H 0.7893 -1.8110 0.5627
H -0.5037 -0.1702 -2.4547
H -0.1839 1.5380 -1.7909
H 1.2043 0.4505 -2.0362
H -3.6389 0.7279 -0.4814
*
```

SMILES ... CCC(C)(C)C(=S)S
Frontier orbital gap ... 8.325 eV

=====

The following strongest force on any atom values (in Eh/bohr) correspond, in order, to the records above: 0.0534, 0.0096, 0.0919, 0.0860, 0.0928, 0.0190, 0.0961, 0.1468.
The following energy relative to the best compared isomer or geometry (same formula, charge and spin) values (in kJ/mol) correspond, in order, to the records above: 721.0, 442.8, 224.8, 227.0, 200.9, 22.5, 265.0, 163.1.